Entry 1:
Computed, not measured: 10 unconnected molecules or ions with the total composition C51H58F9IN3O32PS at a distorted geometry, with wB97M-V/def2-TZVPD.

Geometry as XYZ:
```
156
Properties=species:S:1:pos:R:3:mulliken_charge:R:1
H -1.8602 -4.0361 7.6533 0.30
N -2.4828 -3.4906 7.0418 -0.80
C -1.7880 -2.5647 6.4879 0.69
C -0.2693 -2.4693 6.8731 -1.16
C -2.5335 -1.5868 5.5087 -1.44
C -1.5273 -0.5143 5.0048 -0.50
C -1.1098 0.6695 5.8005 2.13
P -1.8211 0.9417 7.5061 0.11
O -3.5084 0.9051 7.2691 -0.44
I -1.4202 3.2868 8.2332 -0.19
C -0.1417 1.6436 5.2742 -0.78
C 0.4447 1.5401 3.9277 0.04
S 1.6246 2.7892 3.3226 -0.13
C 0.0129 0.3792 3.1237 0.37
C -0.9439 -0.6094 3.6697 0.95
C -1.3099 -1.7713 2.6847 -0.68
O -1.4832 -2.9171 3.0275 -0.64
C -1.3896 -1.3326 1.1857 1.09
C -2.5366 -1.9753 0.3318 -0.96
C -3.7478 -0.9599 0.4665 0.16
O -3.5911 0.0592 1.1069 -0.42
N -5.0679 -1.2188 -0.1162 0.09
C -5.1280 -0.2913 -1.3069 -0.97
C -6.0513 -0.6710 0.8807 -0.89
C -0.5267 -0.4138 0.6728 0.90
C -0.6661 -0.0182 -0.8290 -0.72
C 0.3522 1.0634 -1.3402 -0.84
C -0.0480 2.4635 -0.7302 -0.31
C -0.4321 3.4866 -1.8860 -0.99
N -1.6092 4.3292 -1.5298 0.23
C -1.2458 5.4332 -0.6027 -0.89
C -2.3065 4.7977 -2.7184 0.33
C -1.6601 5.7941 -3.7437 -0.89
O -3.4210 4.3696 -2.9235 -0.58
C 0.5364 0.1867 1.6516 -0.36
O 1.6643 0.4574 1.3233 -0.49
H 0.0923 -3.5303 6.9875 0.50
H -0.1195 -1.9548 7.8568 0.29
H 0.3800 -1.9814 6.1059 0.15
H -3.4007 -1.1650 6.0792 0.48
H -2.9839 -2.1970 4.6812 0.41
H -3.6363 0.7972 6.2979 0.30
H 0.1618 2.5381 5.8742 -0.10
H 0.9852 3.6835 2.4995 0.12
H -2.8602 -2.9614 0.7709 0.14
H -2.2390 -2.1493 -0.7303 0.26
H -4.3931 0.5569 -1.2341 0.33
H -6.1365 0.1632 -1.4471 0.52
H -4.8072 -0.9156 -2.1873 0.20
H -5.7696 -0.9417 1.9353 0.26
H -7.0834 -1.0785 0.7114 0.33
H -6.1254 0.4470 0.8477 0.34
H -0.6844 -0.9444 -1.4713 0.42
H -1.6972 0.4344 -0.9411 -0.12
H 0.2279 1.1209 -2.4593 0.30
H 1.4142 0.7658 -1.1481 0.51
H 0.7891 2.9096 -0.1237 0.41
H -0.9535 2.4144 -0.0574 0.16
H 0.4960 4.1061 -2.0900 0.09
H -0.7052 2.9733 -2.8485 0.61
H -1.2184 6.4329 -1.1125 0.37
H -1.9877 5.4590 0.2345 0.22
H -0.2224 5.2228 -0.2029 0.30
H -1.0641 6.6026 -3.2379 0.32
H -0.9440 5.2266 -4.3913 0.23
H -2.4837 6.2243 -4.3625 0.32
O 4.2250 -0.7571 7.0218 -0.54
C 4.3766 -0.6576 5.8482 0.60
O 3.6032 0.1158 5.0388 -0.19
C 4.1871 0.0684 3.7377 0.08
C 4.9559 -1.2177 3.7820 0.30
F 6.0713 -1.1480 3.0134 -0.16
O 5.3440 -1.3115 5.1394 -0.30
H 4.8322 0.9390 3.5969 0.19
H 3.4202 0.0712 2.9628 -0.15
H 4.3735 -2.1002 3.5056 0.19
O 8.8630 3.8144 0.4491 -0.55
C 8.7851 2.6298 0.5326 0.62
O 9.1006 1.9194 1.6479 -0.33
C 8.7455 0.5590 1.3878 0.08
C 8.7736 0.5065 -0.1072 0.56
F 7.8595 -0.3775 -0.5842 -0.30
O 8.3759 1.8144 -0.4829 -0.37
H 7.7526 0.3593 1.7990 0.11
H 9.4625 -0.1341 1.8440 0.05
H 9.7555 0.2855 -0.5310 0.24
O -2.3324 -5.0395 -3.3962 -0.51
C -2.8514 -5.5444 -2.4545 0.60
O -3.4433 -4.8495 -1.4441 -0.23
C -4.0575 -5.8103 -0.5873 -0.39
C -3.2687 -7.0516 -0.8837 0.32
F -4.0354 -8.1612 -0.7584 -0.29
O -2.9224 -6.8902 -2.2458 -0.32
H -5.1128 -5.9096 -0.8513 0.26
H -3.9844 -5.5086 0.4571 0.26
H -2.3609 -7.1626 -0.2854 0.29
O -3.7993 1.6048 4.5070 -0.58
C -4.4921 2.5121 4.8550 0.67
O -4.0712 3.7977 4.9465 -0.24
C -5.2153 4.5868 5.2631 -0.47
C -6.1278 3.5794 5.8971 0.30
F -7.4275 3.8735 5.6537 -0.29
O -5.7969 2.3823 5.2173 -0.26
H -5.6304 5.0099 4.3453 0.29
H -4.9566 5.4005 5.9391 0.27
H -5.9758 3.4452 6.9707 0.29
O 10.3725 -2.1444 -1.2690 -0.48
C 9.7487 -2.8908 -1.9517 0.62
O 8.8775 -2.4952 -2.9164 -0.30
C 8.4419 -3.6726 -3.5902 -0.40
C 8.6809 -4.7351 -2.5582 0.31
F 9.0016 -5.9180 -3.1370 -0.29
O 9.8115 -4.2499 -1.8597 -0.29
H 9.0431 -3.8199 -4.4904 0.28
H 7.3938 -3.5960 -3.8766 0.25
H 7.8530 -4.8800 -1.8600 0.29
O -8.2494 -0.5917 -4.5060 -0.52
C -8.0489 0.5793 -4.4652 0.71
O -7.8159 1.3506 -5.5628 -0.28
C -7.7592 2.7026 -5.1125 -0.54
C -7.3963 2.5403 -3.6665 0.34
F -7.9356 3.5276 -2.9139 -0.31
O -8.0164 1.3128 -3.3167 -0.32
H -8.7353 3.1732 -5.2508 0.29
H -7.0145 3.2703 -5.6685 0.30
H -6.3219 2.4765 -3.4756 0.33
O 10.6433 -1.3018 2.4937 -0.56
C 11.6812 -0.9350 2.0388 0.73
O 12.8361 -1.6447 2.1019 -0.36
C 13.8022 -0.9336 1.3309 -0.48
C 13.2553 0.4633 1.3474 0.29
F 13.5576 1.1219 0.2040 -0.28
O 11.8568 0.2538 1.3952 -0.26
H 13.8450 -1.3551 0.3240 0.28
H 14.7912 -1.0005 1.7821 0.28
H 13.5663 1.0599 2.2084 0.27
O 3.0306 -0.3977 -2.7778 -0.49
C 2.6778 -0.3471 -3.9142 0.64
O 1.8282 0.5967 -4.4171 -0.27
C 1.7710 0.3862 -5.8266 -0.43
C 2.1687 -1.0556 -5.9519 0.27
F 2.8302 -1.2820 -7.1124 -0.30
O 3.0687 -1.2321 -4.8752 -0.31
H 2.4734 1.0597 -6.3229 0.28
H 0.7698 0.5779 -6.2110 0.30
H 1.3402 -1.7620 -5.8569 0.30
O -9.4663 -0.4963 -11.0743 -0.51
C -9.4833 -0.6845 -9.9021 0.60
O -8.6189 -0.1097 -9.0212 -0.34
C -9.0522 -0.4801 -7.7134 -0.04
C -9.8274 -1.7361 -7.9793 0.37
F -10.8488 -1.8777 -7.1000 -0.29
O -10.3671 -1.5100 -9.2684 -0.32
H -9.6728 0.3165 -7.2978 0.17
H -8.2056 -0.6454 -7.0518 0.06
H -9.2223 -2.6460 -7.9892 0.29
```

Values from the calculation:
Frontier orbital gap   7.55 eV
Charge   0
Energy   -6486.15608 Ha
SMILES   [H]/N=C(\C)Cc1c(P(O)I)cc(S)c2c1C(=O)C(CC(=O)N(C)C)=C(CCCCN(C)C(C)=O)C2=O.O=C1OC[C@@H](F)O1.O=C1OC[C@@H](F)O1.O=C1OC[C@@H](F)O1.O=C1OC[C@@H](F)O1.O=C1OC[C@@H](F)O1.O=C1OC[C@@H](F)O1.O=C1OC[C@@H](F)O1.O=C1OC[C@@H](F)O1.O=C1OC[C@@H](F)O1



Entry 2:
Computed, not measured: 6 unconnected molecules or ions with the total composition C51H59BF40O13 at a distorted geometry, with wB97M-V/def2-TZVPD.

Geometry as XYZ:
```
164
Properties=species:S:1:pos:R:3:mulliken_charge:R:1
C 1.3551 9.9319 2.8549 -0.97
O 0.5885 9.0571 2.0425 -0.10
C -0.4383 9.7355 1.2976 -0.04
C -1.6793 9.9202 2.1720 -0.96
C -3.0424 9.7307 1.4755 -0.83
C -3.0098 8.9783 0.1487 -1.34
C -2.4924 7.5058 0.1937 -0.05
C -2.4063 6.8491 1.5763 0.03
C -1.8867 5.3911 1.3985 -0.63
C -0.3903 5.2422 1.7311 -1.44
C 0.5309 5.9459 0.7304 1.78
C 0.4635 5.4107 -0.6855 -0.25
O -0.4575 5.4112 -1.4877 -0.64
O 1.6571 4.8646 -1.0168 -0.31
C 2.7573 5.0521 -0.0766 1.54
C 3.7935 5.9367 -0.7844 -1.39
C 3.2103 6.8473 -1.8575 -0.35
C 4.0916 8.1118 -2.0530 -0.73
C 3.4241 9.2441 -1.3323 0.48
O 3.8433 9.7618 -0.3129 -0.59
O 2.2309 9.6629 -1.8901 -0.55
C 3.2041 3.6487 0.3306 -1.12
C 2.6870 2.5484 -0.6025 -0.48
O 3.3587 2.0980 -1.5160 -0.66
C 1.3115 2.0342 -0.2709 0.16
C 0.2697 2.3436 -1.0930 0.02
C -0.9924 1.9624 -0.8182 -0.95
C -1.2378 1.2367 0.3148 -0.33
C -0.1982 0.8912 1.1059 -0.90
C 1.0813 1.2738 0.8356 -0.22
C 2.0508 5.9235 1.0117 -0.17
B 2.5991 5.8971 2.5054 1.22
O 2.9218 7.0906 3.1165 -0.52
O 2.7946 4.7424 3.2301 -0.50
C 4.1346 4.6813 3.7646 -0.87
H 2.3416 10.0444 2.4034 0.23
H 1.5240 9.4660 3.8237 0.26
H 0.8787 10.8961 3.0198 0.48
H -0.5879 9.1158 0.4166 -0.43
H 0.0065 10.6836 0.9903 0.76
H -1.6512 10.9184 2.6064 0.61
H -1.6099 9.2450 3.0193 0.31
H -3.4745 10.7138 1.2873 0.52
H -3.7583 9.2430 2.1346 0.28
H -4.0026 8.9860 -0.2968 0.43
H -2.3867 9.5325 -0.5550 0.33
H -3.2028 6.9044 -0.3713 0.70
H -1.5690 7.4558 -0.3744 -0.27
H -1.7111 7.3175 2.2672 -0.22
H -3.4153 6.7607 1.9720 0.62
H -2.0954 5.0758 0.3786 0.61
H -2.4031 4.7036 2.0687 -0.21
H -0.2229 5.6360 2.7316 0.67
H -0.1502 4.1744 1.7508 0.03
H 0.2941 6.9981 0.8653 -0.61
H 4.3429 6.5127 -0.0372 0.41
H 4.5132 5.2762 -1.2733 0.46
H 3.1585 6.2992 -2.7915 0.67
H 2.2122 7.2015 -1.6191 0.11
H 5.0979 7.9623 -1.6825 0.38
H 4.0965 8.3821 -3.1066 0.41
H 1.5280 9.5192 -1.2446 0.34
H 4.2938 3.6240 0.2888 0.69
H 2.9016 3.3836 1.3421 0.31
H 0.4627 2.9213 -1.9818 0.50
H -1.7783 2.2532 -1.4976 0.56
H -2.2520 0.9615 0.5441 0.58
H -0.4118 0.2938 1.9824 0.57
H 1.8984 1.0029 1.4865 0.76
H 2.3476 6.9297 0.6963 -0.46
H 3.3640 7.6711 2.4858 0.33
H 4.1652 5.1740 4.7305 0.33
H 4.4588 3.6486 3.8413 0.23
H 4.8267 5.1966 3.0986 0.31
F -5.8918 4.7411 1.5535 -0.14
C -7.2300 4.6499 1.4455 0.06
F -7.7558 5.7322 2.0651 -0.28
C -7.7805 3.3798 2.1035 0.87
F -7.5509 3.4048 3.4331 -0.27
F -9.1325 3.4334 1.9372 -0.33
C -7.3346 2.0167 1.5342 -0.70
O -6.2989 1.3058 2.2086 -0.40
C -4.9668 1.5235 1.9311 0.79
F -4.8043 2.3123 0.8534 -0.27
F -4.4303 0.3220 1.6111 -0.34
C -4.2084 2.0487 3.1523 0.22
F -4.7240 3.2142 3.5820 -0.22
F -2.9165 2.2689 2.8171 -0.11
H -7.5067 4.6907 0.3883 0.27
H -8.2029 1.3706 1.6553 0.39
H -7.1570 2.0641 0.4602 0.32
H -4.2518 1.3283 3.9718 0.20
F 2.5430 -5.6993 1.5031 -0.12
C 3.2118 -4.5798 1.8364 0.06
F 3.8496 -4.8270 3.0043 -0.29
C 2.2758 -3.3811 2.0234 0.88
F 1.4404 -3.6007 3.0616 -0.28
F 3.0731 -2.3333 2.3797 -0.33
C 1.4587 -2.9006 0.8076 -0.15
O 0.0977 -3.3213 0.7226 -0.40
C -0.2595 -4.5199 0.1456 0.74
F 0.7867 -5.0902 -0.4740 -0.23
F -1.1613 -4.2267 -0.8246 -0.32
C -0.9426 -5.4605 1.1443 0.15
F -0.1321 -5.7469 2.1791 -0.21
F -1.2522 -6.6268 0.5278 -0.23
H 3.9636 -4.3707 1.0705 0.23
H 1.3822 -1.8185 0.9129 -0.12
H 1.9881 -3.0516 -0.1328 0.38
H -1.8562 -5.0045 1.5307 0.29
F 0.6189 -5.5300 -4.7498 -0.24
C -0.5160 -5.2065 -4.0910 0.49
F -1.1119 -6.3710 -3.7437 -0.25
C -1.4716 -4.3835 -4.9574 0.99
F -1.8858 -5.1105 -6.0181 -0.28
F -2.5700 -4.1562 -4.1838 -0.31
C -0.9944 -3.0001 -5.4448 -0.92
O -0.4958 -2.8854 -6.7746 -0.41
C 0.8300 -3.1167 -7.0826 0.83
F 1.5802 -3.2631 -5.9757 -0.27
F 1.2833 -2.0114 -7.7128 -0.30
C 0.9936 -4.2906 -8.0526 0.18
F 0.5010 -5.4290 -7.5278 -0.21
F 2.3075 -4.4853 -8.3050 -0.25
H -0.2565 -4.6718 -3.1745 -0.13
H -1.8956 -2.3888 -5.4600 0.46
H -0.3323 -2.5212 -4.7236 0.41
H 0.4735 -4.0837 -8.9899 0.23
F 2.9829 -8.2243 -3.3460 -0.27
C 1.6362 -8.2661 -3.3423 0.10
F 1.2201 -7.4995 -2.3057 -0.11
C 1.0983 -9.6836 -3.1548 0.97
F 1.4649 -10.1418 -1.9404 -0.18
F -0.2597 -9.5669 -3.1391 -0.32
C 1.4248 -10.7379 -4.2311 -0.92
O 2.4904 -11.6515 -3.9845 -0.40
C 3.7987 -11.3551 -4.3054 0.81
F 3.8915 -10.2233 -5.0259 -0.28
F 4.2430 -12.3555 -5.0996 -0.31
C 4.6969 -11.3285 -3.0653 0.17
F 4.2828 -10.4010 -2.1833 -0.19
F 5.9614 -11.0172 -3.4327 -0.27
H 1.2675 -7.8197 -4.2683 0.13
H 0.5456 -11.3799 -4.2622 0.46
H 1.4954 -10.2951 -5.2243 0.33
H 4.6946 -12.3039 -2.5747 0.24
F -2.5210 -9.9620 2.7512 -0.25
C -1.8049 -9.9313 1.6115 0.43
F -2.3546 -10.8399 0.7703 -0.28
C -0.3332 -10.2870 1.8405 0.80
F -0.2162 -11.5615 2.2763 -0.29
F 0.2534 -10.2326 0.6154 -0.24
C 0.4984 -9.3571 2.7489 -0.77
O 0.7226 -9.7491 4.1021 -0.40
C -0.1632 -9.4384 5.1121 0.83
F -1.1175 -8.5866 4.6958 -0.27
F 0.5428 -8.7894 6.0660 -0.30
C -0.7512 -10.6947 5.7606 0.17
F -1.4179 -11.4405 4.8617 -0.22
F -1.6235 -10.3341 6.7305 -0.26
H -1.8970 -8.9411 1.1569 0.00
H 1.4968 -9.3719 2.3141 0.42
H 0.1691 -8.3203 2.6795 0.36
H 0.0432 -11.3020 6.1992 0.23
```

Values from the calculation:
Frontier orbital gap   9.80 eV
Charge   0
Energy   -6976.46475 Ha
SMILES   COCCCCCCCC[C@@H]1C(=O)O[C@](CCCC(=O)O)(CC(=O)c2ccccc2)[C@@H]1B(O)OC.FC(F)C(F)(F)COC(F)(F)C(F)F.FC(F)C(F)(F)COC(F)(F)C(F)F.FC(F)C(F)(F)COC(F)(F)C(F)F.FC(F)C(F)(F)COC(F)(F)C(F)F.FC(F)C(F)(F)COC(F)(F)C(F)F



Entry 3:
Computed, not measured: 6 unconnected molecules or ions with the total composition C51H62BFN3O26S at a distorted geometry, with wB97M-V/def2-TZVPD.

Geometry as XYZ:
```
145
Properties=species:S:1:pos:R:3:mulliken_charge:R:1
C -2.8482 -4.1309 -0.3879 -1.05
C -2.6292 -3.6219 1.1394 -0.19
C -1.9055 -2.1874 1.0223 -0.85
C -1.4523 -1.5889 2.4659 -0.33
C 0.1520 -1.7617 2.6709 -1.78
C 0.9574 -0.3695 2.5762 0.73
C 2.5109 -0.7421 2.4334 -1.69
N 0.5480 0.2050 1.2179 0.13
C 1.3362 1.3581 0.8714 -0.39
N 1.6564 1.7563 -0.3697 0.40
C 2.4608 2.9828 -0.7107 -0.89
C 1.5550 4.2392 -1.1576 -0.65
C 0.1238 4.3094 -0.4389 0.33
C -0.3341 5.8152 -0.0451 -0.70
O -0.1915 5.9072 1.4024 -0.13
C -0.9172 7.0017 1.9460 0.53
C -0.0874 7.9450 2.9614 -0.62
O -2.1242 7.2170 1.7073 -0.55
S 1.1078 0.8179 -1.7461 1.14
O 1.8596 -0.4861 -1.7870 -0.57
O -0.3689 0.5642 -1.7032 -0.49
F 1.4202 1.5834 -3.1908 -0.22
N 1.8017 2.2535 1.9632 0.17
C 0.7202 2.1493 2.9906 -0.19
B 0.8846 3.4248 3.9711 1.86
O 2.2362 3.9287 4.1719 -1.06
O -0.1755 4.1337 4.6386 -0.87
C 0.5714 0.7168 3.6790 -0.11
C 1.1990 0.5454 5.1345 0.69
C 0.0348 0.9433 6.2150 -1.61
C 1.5660 -0.9626 5.5813 -0.56
C 1.9691 -1.0286 7.1622 -0.59
C 3.1464 -0.0205 7.5613 -0.83
H -3.7568 -4.8061 -0.5003 0.36
H -1.8773 -4.6007 -0.7786 0.26
H -3.0357 -3.2035 -1.0476 0.25
H -3.6730 -3.4154 1.5693 0.30
H -2.0632 -4.3713 1.7810 0.14
H -1.0583 -2.1631 0.2575 0.17
H -2.7117 -1.4668 0.6207 0.35
H -1.9544 -2.1439 3.3382 0.24
H -1.7908 -0.5022 2.4664 0.30
H 0.4277 -2.4028 3.5650 0.56
H 0.4923 -2.3706 1.7460 0.80
H 2.6393 -1.7995 2.8774 0.43
H 2.8811 -0.8327 1.3496 0.18
H 3.1797 -0.0654 3.0719 0.36
H 0.6748 -0.5870 0.5693 0.55
H 3.0722 2.6931 -1.6459 0.45
H 3.2248 3.2707 0.0773 0.41
H 2.1510 5.2225 -1.1020 0.48
H 1.3458 4.0846 -2.2817 0.31
H -0.6630 3.9293 -1.1891 0.36
H 0.0332 3.7013 0.5183 -0.45
H 0.3303 6.6198 -0.5037 0.34
H -1.4301 5.9359 -0.3776 0.38
H 0.7655 8.3775 2.3231 0.25
H 0.4001 7.3082 3.7906 0.11
H -0.7371 8.7371 3.4475 0.31
H 2.7204 1.9486 2.3229 0.36
H -0.2639 2.3269 2.4085 0.01
H 2.5634 3.6327 5.0610 0.18
H -0.4235 4.8604 4.0171 0.26
H -0.5683 0.5948 3.8385 0.10
H 2.1635 1.1548 5.3177 -0.01
H 0.5906 1.4175 7.1074 0.27
H -0.5786 0.0390 6.5358 0.41
H -0.6667 1.7495 5.8212 0.50
H 2.4514 -1.4204 5.0405 0.17
H 0.5958 -1.5607 5.5137 0.17
H 1.0568 -0.9920 7.8467 0.31
H 2.4022 -2.0923 7.2926 0.42
H 2.6758 1.0254 7.6946 0.07
H 4.0140 0.0167 6.8279 0.24
H 3.4923 -0.3172 8.6206 0.39
C -0.3994 -0.8490 -5.2586 -0.69
C -0.5458 -2.1516 -5.5086 0.22
C -1.1527 -2.6340 -6.7818 0.84
O -1.2537 -3.8303 -6.9850 -0.64
C -1.6130 -1.6301 -7.7466 -0.48
C -1.4692 -0.3286 -7.4941 -0.25
C -0.8377 0.1527 -6.2339 1.22
O -0.7060 1.3507 -6.0452 -0.71
O -1.8953 0.6138 -8.3825 -0.55
O -0.1461 -3.0929 -4.6123 -0.59
H 0.0414 -0.4857 -4.3403 0.27
H -2.0680 -1.9921 -8.6593 0.64
H -1.6788 1.4748 -7.9724 0.29
H -0.3580 -3.9521 -5.0267 0.35
C 1.7590 -1.5937 -11.9323 -0.77
C 1.4654 -1.0672 -10.7415 0.26
C 1.8479 -1.7520 -9.4730 1.01
O 1.5797 -1.2317 -8.4019 -0.56
C 2.5358 -3.0423 -9.5687 -1.04
C 2.8266 -3.5709 -10.7598 0.44
C 2.4686 -2.8732 -12.0278 0.92
O 2.7661 -3.3769 -13.0958 -0.59
O 3.4616 -4.7673 -10.8645 -0.57
O 0.8051 0.1176 -10.6366 -0.59
H 1.4891 -1.1062 -12.8596 0.44
H 2.7919 -3.5370 -8.6415 0.44
H 3.5567 -4.9278 -11.8238 0.35
H 0.7152 0.2810 -9.6782 0.27
C 3.8015 6.6286 8.6223 -0.77
C 3.5458 5.8150 7.5958 0.19
C 4.3127 4.5488 7.3981 0.90
O 4.0411 3.8150 6.4582 -0.55
C 5.3790 4.2353 8.3511 -0.97
C 5.6369 5.0515 9.3762 0.31
C 4.8535 6.3018 9.5902 0.93
O 5.1046 7.0121 10.5457 -0.58
O 6.6236 4.7749 10.2657 -0.56
O 2.5728 6.1098 6.6882 -0.54
H 3.2525 7.5475 8.7788 0.46
H 5.9385 3.3242 8.1862 0.44
H 6.6089 5.5115 10.9082 0.35
H 2.5793 5.3746 6.0465 0.31
C -3.0918 -7.9250 5.3398 -0.84
C -2.9936 -6.5951 5.2840 0.33
C -1.6826 -5.9210 5.0595 1.00
O -1.6341 -4.7029 4.9954 -0.57
C -0.4903 -6.7627 4.9282 -0.93
C -0.5874 -8.0931 4.9874 0.36
C -1.9023 -8.7681 5.1844 0.85
O -1.9549 -9.9839 5.2150 -0.59
O 0.5089 -8.8862 4.8699 -0.56
O -4.0874 -5.7991 5.4287 -0.58
H -4.0370 -8.4263 5.4998 0.43
H 0.4570 -6.2608 4.7835 0.44
H 0.1762 -9.8023 4.9446 0.35
H -3.7556 -4.8845 5.3480 0.32
C -5.9752 -1.1072 -10.4978 -0.76
C -5.2371 -0.4826 -9.5769 0.33
C -5.7110 -0.3349 -8.1702 1.00
O -5.0017 0.2250 -7.3508 -0.59
C -7.0310 -0.8736 -7.8294 -1.02
C -7.7703 -1.4949 -8.7512 0.37
C -7.2849 -1.6668 -10.1505 0.94
O -7.9796 -2.2556 -10.9598 -0.60
O -8.9970 -1.9973 -8.4510 -0.56
O -4.0216 0.0440 -9.8831 -0.55
H -5.6424 -1.2231 -11.5206 0.44
H -7.3707 -0.7445 -6.8106 0.42
H -9.3245 -2.3959 -9.2809 0.35
H -3.6899 0.4387 -9.0490 0.25
```

Values from the calculation:
Frontier orbital gap   6.54 eV
Charge   +1
Energy   -4623.57796 Ha



Which of these has the highest charge? C51H62BFN3O26S